No. 1
The following is a DFT calculation (ωB97M-V/def2-TZVPD) of 2 unconnected molecules or ions with the total composition C20H22N5O4S.

Atoms and positions in Å:
C -4.27 2.77 0.83
C -2.82 3.05 0.84
C -1.88 2.05 0.85
N -0.57 2.22 0.84
C -0.11 3.51 0.84
O 1.08 3.75 0.83
N -1.00 4.57 0.84
C -2.36 4.41 0.83
O -3.14 5.35 0.82
H -4.83 3.71 0.83
H -4.55 2.20 -0.06
H -4.56 2.20 1.71
H -2.22 1.03 0.87
H -0.63 5.50 0.85
C 2.46 0.49 -5.40
N 2.27 -0.68 -4.54
C 2.15 -1.98 -5.19
C 2.11 -0.53 -3.12
C 0.86 -0.26 -2.56
C 0.71 -0.11 -1.21
C 1.81 -0.24 -0.34
C 1.62 -0.23 1.11
C 0.70 -0.97 1.80
C 0.62 -0.79 3.24
O 1.36 -0.01 3.82
N -0.34 -1.54 3.95
C -0.36 -1.32 5.39
C -1.19 -2.43 3.34
S -2.31 -3.27 4.22
N -1.10 -2.63 1.98
C -1.97 -3.56 1.29
C -0.14 -1.99 1.18
O -0.04 -2.31 0.01
C 3.07 -0.47 -0.90
C 3.22 -0.61 -2.26
H 2.49 1.39 -4.79
H 3.40 0.41 -5.95
H 1.64 0.58 -6.11
H 1.97 -2.75 -4.44
H 1.32 -1.98 -5.89
H 3.07 -2.23 -5.73
H 0.00 -0.20 -3.21
H -0.26 0.06 -0.78
H 2.26 0.39 1.70
H -1.12 -1.95 5.86
H 0.61 -1.56 5.81
H -0.59 -0.28 5.59
H -1.75 -3.54 0.22
H -1.81 -4.57 1.66
H -3.01 -3.28 1.44
H 3.92 -0.57 -0.25
H 4.19 -0.80 -2.68

spin multiplicity	1
charge	-1
gap between HOMO and LUMO	5.2	eV
energy above the lowest of the compared OMol25 structures with the same formula, charge and spin	6.4	kJ/mol

No. 2
The following is a DFT calculation (ωB97M-V/def2-TZVPD) of a molecular structure, CHClNO2S.

Atoms and positions in Å:
C 0.86 -0.42 -0.55
N -0.54 0.19 -0.40
O 1.53 -0.36 0.42
O 1.01 -0.82 -1.68
S -1.02 0.51 1.79
Cl -0.78 1.71 -1.11
H -1.05 -0.81 1.54

spin multiplicity	1
charge	-1
gap between HOMO and LUMO (alpha / beta)	7.5 / 7.5	eV
energy above the lowest of the compared OMol25 structures with the same formula, charge and spin	268.2	kJ/mol

No. 3
The following is a DFT calculation (ωB97M-V/def2-TZVPD) of a molecular structure, C4H6FO4Sm.

Atoms and positions in Å:
O -0.46 -1.13 -0.83
C -1.31 -1.40 0.16
C -0.95 -0.56 1.38
O 0.48 -0.45 1.38
C 0.99 0.19 0.33
O 0.60 1.45 0.25
O 2.01 -0.24 -0.23
C 0.80 2.11 -1.00
H -1.25 -1.03 2.33
F -1.21 -2.77 0.56
H -2.37 -1.27 -0.11
H -1.40 0.44 1.28
H 0.33 3.09 -0.89
H 1.87 2.21 -1.20
H 0.34 1.55 -1.81
Sm 1.52 -2.18 -1.61

spin multiplicity	7
charge	+1
gap between HOMO and LUMO (alpha / beta)	4.3 / 9.0	eV
⟨S²⟩	12.012

No. 4
The following is a DFT calculation (ωB97M-V/def2-TZVPD) of a molecular structure, C26H25Cl2N2O9PReS.

Atoms and positions in Å:
Re 0.18 -0.08 0.41
Cl -1.10 -0.76 7.64
C -0.97 -0.33 5.98
C -1.76 0.71 5.48
C -1.67 1.07 4.16
C -0.81 0.39 3.26
O -0.79 0.77 2.04
C 0.00 -0.68 3.79
C 0.88 -1.45 2.98
O 1.11 -1.36 1.76
C -0.10 -1.00 5.15
H -2.43 1.23 6.15
H -2.27 1.87 3.76
H 1.44 -2.23 3.51
H 0.52 -1.80 5.55
O -4.29 2.30 -3.62
C -3.26 1.83 -3.18
C -2.44 2.36 -2.04
O -2.49 3.47 -1.54
C -1.51 1.29 -1.69
C -1.50 0.25 -2.69
O -0.68 -0.67 -2.76
C -2.59 0.57 -3.68
O -2.86 -0.04 -4.68
O -0.78 1.28 -0.65
C 2.99 -1.79 -0.61
P 1.42 -1.19 -1.36
C 2.14 -0.23 -2.73
C 0.78 -2.77 -1.99
C 0.30 -3.67 -1.05
C -0.26 -4.86 -1.45
C -0.32 -5.18 -2.80
C 0.19 -4.30 -3.74
C 0.75 -3.09 -3.34
H 2.77 -2.62 0.05
H 3.46 -1.00 -0.02
H 3.67 -2.11 -1.39
H 2.73 -0.91 -3.35
H 2.79 0.52 -2.30
H 1.37 0.25 -3.33
H 0.34 -3.42 0.01
H -0.65 -5.55 -0.72
H -0.79 -6.10 -3.13
H 0.15 -4.54 -4.79
H 1.11 -2.40 -4.08
C 3.60 4.27 0.31
N 2.17 4.20 0.24
C 1.35 5.38 0.03
C -0.08 4.82 0.05
N 0.12 3.48 0.55
C 1.41 3.13 0.51
S 2.06 1.59 0.79
H 4.00 4.65 -0.63
H 3.98 3.27 0.49
H 3.92 4.93 1.12
H 1.61 5.85 -0.92
H 1.52 6.12 0.83
H -0.53 4.78 -0.94
H -0.75 5.38 0.71
H -0.63 2.80 0.53
Cl -3.58 -4.26 1.31
C -3.13 -2.96 0.21
C -1.96 -2.14 0.77
O -1.50 -2.30 1.88
O -1.53 -1.30 -0.09
H -3.99 -2.32 0.05
H -2.83 -3.40 -0.74

spin multiplicity	4
gap between HOMO and LUMO (alpha / beta)	6.4 / 5.3	eV
⟨S²⟩	3.784
energy above the lowest of the compared OMol25 structures with the same formula, charge and spin	0.0	kJ/mol

It is found that the energy values, taken in the order of the records, are -1748.36503, -1102.29125, -1214.50764, -3530.71702 Eh.
It is found that the strongest force on any atom values, taken in the order of the records, are 0.0279, 0.0774, 0.0706, 0.0677 Eh/bohr.